# C48H74N10O4S4

14 unconnected molecules or ions with the total composition C48H74N10O4S4 (the ωB97M-V functional and the def2-TZVPD basis, the Open Molecules 2025 dataset).

## Properties
lowest unoccupied orbital energy (alpha / beta)	-2.589 / -6.660	eV
E_HOMO (alpha / beta)	-9.24 / -9.24	eV
frontier orbital gap (alpha / beta)	6.65 / 2.58	eV
⟨S²⟩	0.762

The geometry in ORCA input format:
```
! RIJCOSX wB97M-V def2-TZVPD def2/J DEFGRID3
* xyz 1 2
C 2.7433 2.0999 -2.8270
S 3.8807 1.0990 -1.8083
O 4.5342 0.1113 -2.7447
C 5.0251 2.5093 -1.7051
H 3.2804 2.5262 -3.6742
H 2.3410 2.9037 -2.2104
H 1.9320 1.4395 -3.1332
H 5.5110 2.8572 -2.6167
H 5.8744 2.3245 -1.0474
H 4.4333 3.3108 -1.2629
C -5.7913 -0.1576 -0.7102
S -5.4973 -0.6997 -2.4402
O -3.9555 -0.8871 -2.4957
C -6.1511 -2.3693 -2.1935
H -5.4178 0.8589 -0.5865
H -5.2795 -0.6201 0.1338
H -6.8494 -0.2070 -0.4530
H -5.9119 -2.6896 -1.1794
H -5.6263 -3.0512 -2.8627
H -7.2216 -2.5163 -2.3368
C -0.5615 4.5154 2.2848
S -0.5976 6.1169 1.4778
O 0.7916 6.2347 0.9449
C -1.7213 5.6520 0.0795
H -1.5181 4.0130 2.4284
H -0.1398 4.7693 3.2573
H 0.2055 3.8751 1.8493
H -1.6053 6.3849 -0.7190
H -2.7660 5.7363 0.3791
H -1.4539 4.6537 -0.2668
C -0.0816 -0.9790 -1.8670
S -0.1677 -0.5867 -0.0594
O 1.2649 -0.4125 0.5301
C -0.8167 1.1651 -0.1051
H 0.6306 -1.8039 -1.8870
H 0.4312 -0.1928 -2.4210
H -1.0504 -1.1854 -2.3219
H -1.1603 1.2912 0.9216
H -1.6747 1.1871 -0.7770
H -0.0748 1.9340 -0.3207
N -3.7256 -3.2981 2.9406
C -3.7816 -3.1066 1.5440
C -3.3296 -1.8306 1.3149
C -2.7832 -1.2535 2.4673
C -3.0544 -2.1882 3.4724
H -4.0899 -4.0790 3.4675
H -4.2238 -3.9032 0.9640
H -3.3339 -1.3670 0.3395
H -2.2864 -0.3007 2.5761
H -2.9081 -2.1393 4.5413
N 3.7873 -0.6700 1.6405
C 3.7824 -0.6391 3.0308
C 4.9079 -1.2240 3.5912
C 5.7049 -1.4555 2.5177
C 4.9815 -1.2068 1.3922
H 3.1034 -0.3173 0.9862
H 2.8510 -0.3583 3.4998
H 5.1155 -1.5696 4.5932
H 6.7066 -1.8586 2.5372
H 5.1356 -1.2249 0.3234
N 3.8917 -2.5431 -2.7511
C 3.5993 -3.7919 -3.3408
C 2.6703 -4.4594 -2.4866
C 2.4604 -3.6266 -1.4111
C 3.1536 -2.4569 -1.6141
H 4.5256 -1.8686 -3.1552
H 4.1193 -4.1041 -4.2344
H 2.1727 -5.4112 -2.6002
H 1.8082 -3.9193 -0.6016
H 3.2150 -1.5907 -0.9720
N -1.6102 -3.8091 -0.4878
C -2.2097 -3.8073 -1.7311
C -1.7422 -4.9698 -2.3447
C -0.8016 -5.6107 -1.5297
C -0.7424 -4.8865 -0.3645
H -1.8197 -3.2906 0.3533
H -3.0052 -3.1268 -1.9966
H -2.0167 -5.2476 -3.3516
H -0.1198 -6.4107 -1.7779
H -0.1453 -5.0855 0.5132
N -0.2918 1.6829 5.2680
C 0.3538 1.2772 4.1564
C 0.2427 -0.1065 4.2085
C -0.1919 -0.5084 5.4793
C -0.6287 0.6516 6.1114
H -0.4311 2.6562 5.4994
H 0.7038 2.0506 3.4888
H 0.5695 -0.7495 3.4047
H -0.3087 -1.4932 5.9070
H -1.0905 0.8710 7.0627
N -0.3474 -1.3434 -5.8278
C 0.5858 -1.8859 -4.9246
C 1.6297 -1.0578 -4.8797
C 1.4607 -0.0339 -5.8321
C 0.2032 -0.1773 -6.2717
H -1.2696 -1.6913 -6.0483
H 0.2902 -2.7539 -4.3541
H 2.5092 -1.1471 -4.2593
H 2.1550 0.7334 -6.1412
H -0.3108 0.4354 -6.9975
N -1.0637 1.8097 -4.2479
C -0.2804 2.9010 -4.0427
C -0.9219 3.7511 -3.1746
C -2.1968 3.2252 -2.8531
C -2.2554 2.0482 -3.5797
H -0.9157 0.9744 -4.7961
H 0.6572 2.7936 -4.5678
H -0.5025 4.6355 -2.7180
H -2.9512 3.6940 -2.2388
H -3.0134 1.3010 -3.7628
N 1.5784 -2.9963 1.7535
C 2.6174 -3.8784 1.9101
C 2.1727 -4.9930 2.6265
C 0.8617 -4.6210 3.0686
C 0.5967 -3.3392 2.5969
H 1.5173 -2.2335 1.0943
H 3.5732 -3.7610 1.4210
H 2.7286 -5.8750 2.9086
H 0.2438 -5.2445 3.6976
H -0.2975 -2.7368 2.6597
N -5.3399 2.9951 2.8849
C -4.3183 2.6272 2.0376
C -4.3893 3.3993 0.9535
C -5.4033 4.3503 1.1262
C -5.9645 4.0931 2.3658
H -5.5433 2.5848 3.7852
H -3.6193 1.8800 2.3833
H -3.7679 3.3682 0.0708
H -5.7303 5.0942 0.4148
H -6.8524 4.5029 2.8242
N 4.5714 2.2013 2.2991
C 5.2841 3.2603 2.7807
C 4.6572 4.4440 2.3184
C 3.5828 4.0491 1.5603
C 3.4707 2.6512 1.6768
H 4.8642 1.2517 2.4798
H 6.1844 3.0421 3.3359
H 4.9267 5.4799 2.4621
H 2.9333 4.7013 0.9953
H 2.7214 1.9544 1.3313
*
```

# C4H10N

2 unconnected molecules or ions with the total composition C4H10N (the ωB97M-V functional and the def2-TZVPD basis, the Open Molecules 2025 dataset).

## Properties
lowest unoccupied orbital energy	-5.079	eV
E_HOMO	-15.27	eV
energy above the lowest of the compared OMol25 structures with the same formula, charge and spin	396.7	kJ/mol
frontier orbital gap	10.19	eV

The geometry in ORCA input format:
```
! RIJCOSX wB97M-V def2-TZVPD def2/J DEFGRID3
* xyz 1 1
C 2.4959 -0.1870 -0.3622
C 1.4744 -0.3721 0.3331
C -1.3004 -1.1870 -0.2075
C -0.6463 1.2574 0.3285
N -0.5170 0.0008 -0.3642
H 3.5650 -0.4889 -0.0483
H 2.6366 -0.0743 -1.4335
H 1.2077 -0.5644 1.3521
H -1.3790 -1.4886 0.7930
H -2.2476 -0.9309 -0.5742
H -0.8938 -2.0049 -0.7957
H -0.4567 1.2299 1.3772
H 0.1513 1.9448 0.0783
H -1.5155 1.7501 0.0669
H -0.3323 0.0312 -1.3830
*
```

# C28H44CrN8O7S2Sb

A molecular structure, C28H44CrN8O7S2Sb (the ωB97M-V functional and the def2-TZVPD basis, the Open Molecules 2025 dataset).

## Properties
lowest unoccupied orbital energy (alpha / beta)	-0.774 / -0.775	eV
E_HOMO (alpha / beta)	-7.75 / -7.76	eV
energy above the lowest of the compared OMol25 structures with the same formula, charge and spin	45.9	kJ/mol
frontier orbital gap (alpha / beta)	6.97 / 6.98	eV
⟨S²⟩	3.790

The geometry in ORCA input format:
```
! RIJCOSX wB97M-V def2-TZVPD def2/J DEFGRID3
* xyz 0 4
Cr 0.7028 0.5304 -0.5908
C -0.8384 5.5039 2.1413
C -1.7358 4.2788 2.0492
N -1.1459 3.1083 2.6943
C -1.4490 2.9571 4.1208
C -2.7010 2.1288 4.3622
C -0.4493 2.1772 2.0295
S -0.0375 2.5399 0.3944
N -0.1145 1.1064 2.7716
C 0.3205 -0.0401 2.3111
O 0.4350 -0.4316 1.1055
C 0.6818 -1.0631 3.3411
C 0.5541 -0.7915 4.7006
C 0.8921 -1.7540 5.6370
C 1.3580 -2.9955 5.2241
C 1.4817 -3.2746 3.8704
C 1.1445 -2.3123 2.9311
H -1.3433 6.3729 1.7189
H 0.0854 5.3389 1.5873
H -0.5847 5.7303 3.1783
H -1.9468 4.0344 1.0108
H -2.6916 4.4603 2.5440
H -1.5669 3.9665 4.5184
H -0.5911 2.5013 4.6075
H -3.5781 2.5928 3.9080
H -2.8876 2.0279 5.4326
H -2.5749 1.1357 3.9324
H 0.1768 0.1743 5.0052
H 0.7874 -1.5392 6.6925
H 1.6161 -3.7480 5.9581
H 1.8302 -4.2472 3.5473
H 1.2111 -2.5241 1.8715
C 4.6350 2.5540 0.0011
C 3.3713 1.9085 -0.4611
N 2.7393 1.0009 0.1925
O 3.3101 0.6297 1.4035
C 2.7680 2.2967 -1.7284
C 3.3317 3.2961 -2.6794
N 1.6482 1.6625 -1.9498
O 0.9362 1.7888 -2.9937
H 5.0681 2.0301 0.8466
H 4.4234 3.5836 0.2985
H 5.3541 2.5933 -0.8174
H 2.7110 -0.0552 1.7301
H 3.6980 4.1798 -2.1555
H 2.5427 3.5925 -3.3685
H 4.1590 2.8905 -3.2690
N -2.3484 -0.2493 -0.9913
C -1.2329 0.0520 -1.0340
C -5.1077 -1.4939 2.0670
Sb -2.9628 -1.6548 2.0614
C -2.9284 -3.3846 0.7925
C -2.8702 -2.7730 3.9114
H -5.5463 -2.4130 2.4552
H -5.4560 -1.3303 1.0477
H -5.4282 -0.6544 2.6833
H -3.7077 -4.0860 1.0901
H -1.9607 -3.8847 0.8455
H -3.1001 -3.0627 -0.2345
H -3.6658 -3.5165 3.9670
H -2.9629 -2.0892 4.7568
H -1.9050 -3.2771 3.9889
C 6.8575 -4.2816 0.6657
C 6.6853 -5.3986 -0.3503
S 5.9075 -4.8795 -1.8670
O 6.0169 -5.9514 -2.8188
O 6.3867 -3.5618 -2.2135
C 4.1851 -4.6931 -1.4238
C 3.4480 -4.0126 -2.5771
N 2.3650 -3.1628 -2.0898
C 2.4560 -1.8321 -1.8768
N 1.3144 -1.3566 -1.3839
C 0.4507 -2.4078 -1.2684
C 1.0914 -3.5279 -1.6877
N 0.5779 -4.8600 -1.7005
O -0.5838 -4.9998 -1.3921
O 1.3425 -5.7660 -2.0031
C 3.6712 -1.0190 -2.1378
H 7.5025 -4.6209 1.4752
H 5.9052 -3.9830 1.1050
H 7.3125 -3.4086 0.2017
H 6.0828 -6.2271 0.0255
H 7.6388 -5.8082 -0.6879
H 4.1662 -4.0652 -0.5312
H 3.7679 -5.6729 -1.2009
H 3.0444 -4.7468 -3.2641
H 4.1311 -3.3704 -3.1244
H -0.5532 -2.3004 -0.8927
H 4.3781 -1.5166 -2.7943
H 4.1807 -0.8033 -1.1973
H 3.3731 -0.0738 -2.5852
*
```